(1)
Entry from the OMol25 dataset: a cluster of 3 separate species, C4H10N2O in total at a distorted geometry (ωB97M-V/def2-TZVPD).

As for the orbital gap (alpha / beta): 0.246 / 0.279 hartree. The relative energy (zero: lowest compared OMol25 entry of this formula, charge and spin) comes out at 6.807 eV. For the total energy, the calculation gives -9332.180 eV.

The geometry in XYZ format:
```
17
Properties=species:S:1:pos:R:3:forces:R:3
O -1.5232 -0.3666 -0.0118 0.24 0.10 0.01
N -0.5652 2.1129 -0.2123 -0.15 0.14 -0.30
N 0.7825 -2.4874 -0.1708 -0.60 -0.72 -0.28
C -0.4530 -0.6731 0.7043 0.42 -0.97 -0.47
C 0.2520 1.7241 0.9060 0.92 -0.58 -0.38
C 0.8377 -0.2940 0.3672 -1.06 2.65 1.02
C 0.2837 -2.6429 -1.3071 -0.11 0.00 0.19
H -0.6719 -1.0876 1.6830 0.07 -0.26 -0.19
H -0.0278 2.5413 -0.9569 -0.10 -0.03 0.10
H 1.0624 0.0111 -0.6453 0.04 -0.12 -0.02
H -0.3631 -1.8959 -1.8254 0.01 -0.04 0.21
H 0.4169 -3.5753 -1.8870 0.20 0.18 0.05
H -1.3185 0.4754 -0.5121 0.07 -0.22 0.15
H -1.3404 2.7243 0.0245 0.20 -0.02 0.01
H 1.2507 2.1513 0.9351 -0.10 0.23 0.04
H 1.6412 -0.5129 1.0515 -0.03 -0.14 -0.13
H -0.2640 1.7952 1.8571 0.00 -0.20 0.00
```
Positions in Å, forces in eV/Å.



(2)
Entry from the OMol25 dataset: an isolated molecule of C19H26N4O2 (ωB97M-V/def2-TZVPD).

As for the SMILES: O=C(NCCN1CCOCC1)c1ccc2c(c1)ncn2C1CCCC1. As for the orbital gap: 0.326 hartree. The relative energy (zero: lowest compared OMol25 entry of this formula, charge and spin) comes out at 1.921 eV. For the total energy, the calculation gives -30181.109 eV.

The geometry in XYZ format:
```
51
Properties=species:S:1:pos:R:3:forces:R:3
O -4.4306 1.4516 2.1043 0.09 -0.06 0.15
O -2.2366 -2.4951 0.6416 -0.02 -0.19 0.23
N -2.1490 -1.4544 -1.3568 -0.01 0.13 -0.24
N -4.5255 0.3793 -0.5030 0.11 -0.02 0.02
N 2.9812 -2.8616 1.4319 0.08 -0.60 0.32
N 3.8370 -0.9282 0.7010 -0.09 -0.30 0.12
C -3.8692 2.1324 1.0092 0.30 0.09 -0.30
C 1.6960 0.0112 -0.2892 0.13 0.19 -0.08
C 0.6399 -2.4498 0.6555 -0.04 0.15 -0.09
C 4.6377 2.4631 -0.1031 0.12 0.05 0.05
C 0.3705 -0.3207 -0.4730 -0.03 -0.04 -0.02
C 2.5072 -0.9123 0.3561 -0.51 -0.42 0.09
C -5.0621 -0.3703 0.6205 -0.08 0.28 0.27
C 4.0371 -2.1199 1.3348 -0.10 -0.12 0.03
C -0.1583 -1.5375 -0.0156 0.19 -0.08 0.23
C -3.5382 -1.6698 -1.6753 -0.38 0.23 0.03
C 4.8419 0.0719 0.4555 0.22 0.28 -0.19
C 1.9811 -2.1423 0.8296 0.17 0.69 -0.31
C 4.4839 1.4574 1.0447 -0.02 0.08 0.03
C 5.0966 0.3117 -1.0432 0.20 0.05 0.08
C 5.5560 1.7642 -1.1041 -0.13 -0.03 -0.08
C -3.3804 1.1518 -0.0600 -0.15 0.30 0.32
C -4.3659 -0.3679 -1.7274 0.08 -0.32 -0.02
C -5.5003 0.6331 1.6897 -0.22 -0.33 -0.11
C -1.5994 -1.8772 -0.1902 0.06 0.09 -0.23
H 5.1641 1.6992 1.8607 -0.03 -0.01 0.05
H -2.9690 1.7072 -0.9065 0.05 0.00 0.01
H 5.0447 3.4130 0.2388 -0.07 0.07 -0.02
H 2.0730 0.9611 -0.6348 0.03 0.11 -0.03
H 0.2226 -3.3711 1.0273 -0.06 -0.11 0.06
H 5.7595 -0.2997 0.9233 -0.14 0.02 -0.05
H 6.5938 1.8395 -0.7757 0.08 0.03 -0.02
H -3.9322 -2.3351 -0.9045 0.01 0.00 -0.16
H 3.6716 2.6623 -0.5689 -0.04 0.04 -0.02
H -5.8521 0.1170 2.5842 -0.04 0.01 -0.07
H -0.2795 0.3993 -0.9504 -0.06 0.06 -0.03
H 3.4721 1.4547 1.4484 0.03 -0.02 0.08
H -4.6180 2.8052 0.5627 0.09 -0.03 0.02
H -4.3164 -1.0543 1.0557 -0.09 -0.03 -0.05
H -5.3696 -0.6387 -2.0722 0.05 0.00 -0.12
H -6.3089 1.2609 1.2837 0.04 -0.08 0.04
H 5.0016 -2.3993 1.7151 0.27 0.05 0.05
H -1.5803 -0.9668 -2.0292 0.08 -0.11 0.11
H -2.5931 0.5229 0.3842 0.01 0.10 -0.04
H 5.4802 2.1840 -2.1057 0.10 0.03 -0.03
H 4.1658 0.1861 -1.5973 -0.03 -0.02 -0.02
H -5.9269 -0.9457 0.2844 -0.03 -0.05 0.04
H -3.0397 2.7206 1.4066 -0.04 0.01 -0.06
H -3.9266 0.3085 -2.4675 -0.07 -0.03 -0.06
H -3.6179 -2.1680 -2.6479 -0.04 -0.02 0.09
H 5.8306 -0.3836 -1.4478 -0.05 -0.08 -0.04
```
Positions in Å, forces in eV/Å.



Q: The highest relative energy (zero: lowest compared OMol25 entry of this formula, charge and spin) belongs to which entry?
A: C4H10N2O